Record 1
Density functional theory data (the ωB97M-V functional and the def2-TZVPD basis) for C48H55CaGeN4O2 as an isolated structure in a non-equilibrium geometry.

Properties
E_tot	-135671.2264	eV
Kohn-Sham gap	5.491	eV
molar mass	832.682	g mol⁻¹
HOMO level	-0.3881	Eh
charge	+1

Element x y z (Å)
1 Ca 0.53014 0.67023 -0.17476
2 C -4.57282 2.86450 3.45756
3 C -4.32663 1.36264 3.47016
4 C -3.53591 0.96051 2.30279
5 C -3.81948 0.07907 1.38439
6 C -5.07073 -0.78336 1.31298
7 C -4.73991 -2.12527 2.03628
8 C -2.60280 -0.20455 0.57695
9 C -2.51835 -1.24440 -0.45547
10 C -1.43132 -1.90975 -0.91232
11 C -1.52080 -3.21234 -1.60164
12 C -2.75942 -3.78573 -2.14596
13 C -3.52851 -4.63745 -1.16182
14 C -0.25919 -3.70785 -1.70032
15 C 0.63207 -2.58309 -1.09603
16 C 2.03686 -2.65101 -0.95786
17 C 2.88837 -1.68717 -0.44039
18 N 2.48123 -0.51324 0.10007
19 C 3.48029 -0.03158 0.74932
20 C 3.42127 1.09823 1.63958
21 C 2.31872 1.58161 2.30050
22 N 0.99794 1.06254 2.25994
23 C 0.26109 1.91920 2.98740
24 C -1.23072 1.82684 3.00059
25 C -2.07973 1.28351 2.14644
26 N -1.64533 0.55392 0.94627
27 C 1.10722 2.98434 3.65381
28 C 2.35097 2.77228 3.20599
29 C 3.51967 3.66409 3.46874
30 C 3.72772 4.80582 2.42613
31 C 0.66449 4.08412 4.52662
32 C 0.18414 3.73474 5.92282
33 C 4.70955 -0.81537 0.55449
34 C 4.33670 -1.88217 -0.19048
35 C 5.15464 -3.00894 -0.74559
36 C 5.30526 -2.77459 -2.29683
37 C 5.99760 -0.63749 1.28200
38 C 5.86582 -0.98005 2.75807
39 N -0.07124 -1.58008 -0.65301
40 C 0.22969 -4.96471 -2.37089
41 C 0.84019 -5.88521 -1.35175
42 H -5.29131 3.15142 4.22996
43 H -4.81810 3.09470 2.40444
44 H -3.62532 3.39312 3.65958
45 H -5.32595 0.91315 3.50915
46 H -3.89022 0.98073 4.40435
47 H -5.25224 -0.88193 0.26098
48 H -5.95095 -0.24920 1.73878
49 H -5.51901 -2.91063 1.92931
50 H -4.58850 -2.00866 3.12740
51 H -3.87457 -2.54360 1.56400
52 H -3.50472 -1.76122 -0.62679
53 H -2.53554 -4.36204 -3.09944
54 H -3.37896 -2.91993 -2.35912
55 H -2.86819 -5.24741 -0.54204
56 H -4.24663 -5.31965 -1.61778
57 H -4.10041 -3.96027 -0.46246
58 H 2.54621 -3.59614 -1.19316
59 H 4.34655 1.60079 1.92582
60 H -1.67862 2.32096 3.86432
61 H 4.37745 2.99105 3.55911
62 H 3.39155 4.06272 4.47055
63 H 3.72785 4.33181 1.41993
64 H 4.67246 5.31606 2.65907
65 H 2.93608 5.56903 2.45919
66 H -0.25845 4.50035 4.00939
67 H 1.47400 4.82431 4.73846
68 H -0.79159 3.23199 5.87233
69 H 0.05518 4.67038 6.43609
70 H 0.97781 3.18132 6.49304
71 H 4.72397 -3.97396 -0.63728
72 H 6.11272 -3.25362 -0.25513
73 H 4.26823 -2.70365 -2.79099
74 H 5.77482 -3.63797 -2.76989
75 H 5.87704 -1.82857 -2.35034
76 H 6.42707 0.32846 1.19704
77 H 6.74947 -1.32571 0.81937
78 H 5.12371 -0.46111 3.35285
79 H 6.79281 -0.70870 3.25201
80 H 5.60596 -2.06850 2.99469
81 H 1.01589 -4.76132 -3.10022
82 H -0.58113 -5.52658 -2.76837
83 H 0.15997 -6.28529 -0.63783
84 H 1.60206 -5.49205 -0.73857
85 H 1.28684 -6.70957 -1.83494
86 O 1.40554 2.17962 -1.35826
87 O -0.05707 2.51231 -1.25914
88 Ge -0.27169 2.57574 -3.02811
89 C -2.14845 3.05282 -3.36361
90 C -2.34997 4.03648 -4.32451
91 C -3.62855 4.32608 -4.85918
92 C -4.71532 3.65658 -4.29580
93 C -4.50500 2.68475 -3.34579
94 C -3.22521 2.34603 -2.90784
95 C 0.10008 0.76911 -3.61835
96 C 1.35133 0.12068 -3.61852
97 C 1.50102 -1.17107 -4.11608
98 C 0.36054 -1.85482 -4.56919
99 C -0.86222 -1.23482 -4.57863
100 C -0.97475 0.08523 -4.10791
101 H 0.61729 3.58216 -3.75520
102 H -1.49834 4.60642 -4.68872
103 H -3.83326 5.24629 -5.50139
104 H -5.69372 3.92174 -4.61178
105 H -5.29691 2.18046 -2.88439
106 H -3.03853 1.65422 -2.07033
107 H 2.19234 0.67999 -3.28516
108 H 2.44185 -1.61698 -4.25051
109 H 0.54794 -2.76569 -5.12354
110 H -1.71632 -1.76324 -4.97406
111 H -1.97669 0.52206 -4.28563

Atom charges from the Löwdin analysis, given in e for atoms 1 to 4: Ca 1.3582; C -0.0763; C -0.2089; C -0.1541

Record 2
Density functional theory data (the ωB97M-V functional and the def2-TZVPD basis) for an isolated ion of composition C4H10NO and charge +1.

Properties
E_tot	-7840.4891	eV
Kohn-Sham gap	9.133	eV
energy above the lowest of the compared OMol25 structures with the same formula, charge and spin	19.1	kcal/mol
molar mass	88.130	g mol⁻¹
HOMO level	-0.4834	Eh
charge	+1
structure (SMILES)	[NH3+]CCCC=O

Element x y z (Å)
1 N -2.57806 0.40717 0.94659
2 C -1.27477 0.99319 0.42326
3 C -0.15653 -0.03773 0.49651
4 C 1.10365 0.44999 -0.23244
5 C 1.99143 -0.75312 -0.52230
6 O 1.92841 -1.33480 -1.56980
7 H -2.56732 -0.01743 1.87759
8 H -3.29351 1.13787 0.91912
9 H -2.93823 -0.30662 0.30696
10 H -1.47206 1.28804 -0.60352
11 H -1.07128 1.85477 1.04846
12 H -0.51050 -0.93172 -0.01804
13 H 0.10958 -0.21836 1.53723
14 H 1.68384 1.18528 0.33058
15 H 0.88330 0.88170 -1.21563
16 H 2.67606 -1.08832 0.26708

Atom charges from the Löwdin analysis, given in e for atoms 1 to 4: N 0.1917; C -0.1332; C -0.1824; C -0.1490

Record 3
Density functional theory data (the ωB97M-V functional and the def2-TZVPD basis) for C6H38NO14 as an isolated structure in a non-equilibrium geometry.

Properties
E_tot	-36991.1972	eV
Kohn-Sham gap	8.439	eV
energy above the lowest of the compared OMol25 structures with the same formula, charge and spin	170.6	kcal/mol
molar mass	348.363	g mol⁻¹
HOMO level	-0.2219	Eh
charge	-1

Element x y z (Å)
1 C -2.51039 0.46531 0.48594
2 N -1.09701 0.75607 0.52058
3 C -0.46675 1.22061 -0.66372
4 C 1.04394 0.89735 -0.68461
5 C 1.24213 -0.34681 -1.59510
6 C 2.19247 -0.56545 -2.47859
7 C -0.52414 2.76399 -0.72768
8 O -1.84977 3.14647 -1.23751
9 H -2.50347 -0.67821 0.50436
10 H -3.09835 0.84728 -0.45005
11 H -2.91627 0.58121 1.50704
12 H -1.02577 1.41049 1.39805
13 H -0.98048 0.87924 -1.47976
14 H 1.45046 0.64932 0.32629
15 H 1.68688 1.71135 -0.96799
16 H 0.34243 -0.94657 -1.90163
17 H 2.22319 -1.02858 -3.56752
18 H 3.20050 0.11863 -2.59721
19 H -0.47570 3.24897 0.24736
20 H 0.17268 3.31769 -1.42462
21 H 3.59753 -2.58442 -0.83738
22 H 4.32467 -1.56643 -1.49056
23 O 4.31646 -2.50617 -1.41592
24 H 1.48784 -1.62453 2.87137
25 H 0.70719 -1.14414 1.65972
26 O 0.81948 -1.99338 2.22040
27 H 1.73922 0.66356 2.91936
28 H 3.15813 1.17847 3.19304
29 O 2.61417 0.71217 2.57555
30 H -0.15923 -3.06188 -3.25926
31 H -0.09089 -3.98078 -1.97409
32 O -0.04302 -4.01551 -2.98189
33 H 0.74182 1.53659 4.94602
34 H -0.54382 1.65735 3.94475
35 O 0.67621 1.96963 4.13046
36 H 2.94950 2.82068 1.98075
37 H 1.95619 2.56755 0.80253
38 O 2.71286 3.06026 1.04918
39 H -2.52427 2.76363 -0.58448
40 H -2.28534 4.22297 1.65941
41 O -2.54935 3.31730 1.46062
42 H -1.21377 -1.25326 -0.24949
43 H -1.61398 -2.74261 -0.13776
44 O -1.65994 -1.87523 -0.73711
45 H -0.83255 -4.27167 1.93889
46 H -0.19983 -4.78154 0.49943
47 O -0.90276 -4.94038 1.22704
48 H -2.05181 1.88160 -4.16145
49 H -2.10595 1.74500 -2.67065
50 O -2.50779 1.44623 -3.51689
51 H -1.92583 -1.68644 -2.86132
52 H -1.84374 -0.51009 -3.91323
53 O -1.58796 -1.48491 -3.79209
54 H 1.60300 -2.42409 -0.01082
55 H 1.26627 -3.33831 0.95213
56 O 1.45561 -3.38775 0.02562
57 H -2.11029 2.74059 2.06527
58 H -1.84387 1.01082 4.02003
59 O -1.63673 1.43076 3.23917

Atom charges from the Löwdin analysis, given in e for atoms 1 to 4: C -0.1360; N -0.0868; C -0.3603; C -0.1190